# 1
{"formula": "C5H8O2", "method": "wB97M-V/def2-TZVPD", "gap_ev": [7.2, 8.6], "charge": 0, "de_lowest_kcal_mol": 88.33, "symbols": ["C", "C", "C", "C", "C", "O", "O", "H", "H", "H", "H", "H", "H", "H", "H"], "xyz": [[-0.158, 0.030, 1.028], [0.594, -0.782, 0.092], [-0.074, 0.002, 2.490], [0.500, -0.632, -1.406], [-0.424, 0.242, -2.158], [-0.687, 1.220, 0.692], [-0.525, 0.972, 3.104], [1.655, -0.420, 0.251], [0.543, -1.789, 0.330], [0.186, -0.866, 3.031], [1.298, -1.032, -1.991], [-1.453, -0.128, -2.098], [-0.326, 0.218, -3.250], [-0.455, 1.316, -1.743], [-0.674, 1.648, 1.629]], "forces_ev_per_angstrom": [[-0.6312, 1.9868, 1.6932], [1.5178, 2.0387, -1.8873], [-0.8780, -0.4516, -1.4270], [-0.5928, 0.5039, -0.0537], [-1.1026, 1.2199, 0.3384], [0.8324, -0.3124, 0.2859], [0.1414, 0.6986, 0.2796], [-0.5651, -0.6323, 0.2513], [0.1135, -2.1113, 0.7869], [0.7745, -1.2094, 0.4550], [0.5195, -0.5195, 0.1048], [-0.2499, 0.1015, 0.6027], [0.8201, 0.2441, 0.3054], [0.0526, -1.4700, -0.8187], [-0.7523, -0.0870, -0.9167]]}

---

# 2
{"formula": "C40H56ClF5NO5PS", "method": "wB97M-V/def2-TZVPD", "gap_ev": 8.2, "charge": 0, "smiles": "C=CCc1cc(P(O)O)c(CC=C)c2c1Nc1c([C@H](Cl)CC)cc(CCCC(F)(F)C(F)(F)F)c(OC[C@@H](C)C(C)C)c1S2.C1CCOC1.C1CCOC1", "symbols": ["C", "C", "C", "C", "C", "C", "P", "O", "O", "C", "C", "C", "C", "C", "C", "N", "C", "C", "C", "Cl", "C", "C", "C", "C", "C", "C", "C", "C", "F", "F", "C", "F", "F", "F", "C", "O", "C", "C", "C", "C", "C", "C", "C", "S", "H", "H", "H", "H", "H", "H", "H", "H", "H", "H", "H", "H", "H", "H", "H", "H", "H", "H", "H", "H", "H", "H", "H", "H", "H", "H", "H", "H", "H", "H", "H", "H", "H", "H", "H", "H", "H", "H", "H", "H", "C", "C", "C", "O", "C", "H", "H", "H", "H", "H", "H", "H", "H", "C", "C", "C", "O", "C", "H", "H", "H", "H", "H", "H", "H", "H"], "xyz": [[8.192, -2.071, -0.484], [7.824, -1.416, -1.599], [6.447, -0.836, -1.839], [5.923, -0.011, -0.656], [6.819, 0.795, 0.035], [6.448, 1.558, 1.149], [7.693, 2.601, 1.956], [7.968, 1.976, 3.470], [9.035, 2.328, 1.068], [5.121, 1.516, 1.587], [4.662, 2.321, 2.789], [4.409, 1.501, 4.031], [3.265, 1.616, 4.695], [4.218, 0.719, 0.881], [4.582, -0.035, -0.241], [3.606, -0.793, -0.924], [2.415, -0.091, -1.231], [1.851, -0.095, -2.518], [2.442, -0.814, -3.706], [2.532, -2.594, -3.324], [3.779, -0.253, -4.167], [4.597, -1.179, -5.066], [0.677, 0.616, -2.728], [0.004, 1.332, -1.738], [-1.249, 2.099, -2.104], [-2.585, 1.347, -1.863], [-3.549, 2.186, -1.013], [-4.242, 3.283, -1.815], [-5.571, 3.028, -1.960], [-3.753, 3.413, -3.070], [-4.164, 4.663, -1.137], [-4.941, 5.548, -1.751], [-4.612, 4.556, 0.118], [-2.925, 5.134, -1.128], [0.566, 1.325, -0.461], [-0.010, 2.013, 0.582], [-1.092, 1.309, 1.195], [-0.723, 0.117, 2.061], [-0.154, 0.571, 3.423], [-2.035, -0.671, 2.287], [-1.846, -1.715, 3.404], [-2.391, -1.496, 1.003], [1.754, 0.625, -0.231], [2.511, 0.621, 1.374], [8.716, -3.019, -0.477], [7.970, -1.637, 0.487], [8.535, -1.287, -2.413], [5.803, -1.709, -1.935], [6.445, -0.242, -2.749], [7.849, 0.845, -0.296], [7.123, 1.821, 3.910], [9.668, 3.010, 1.312], [3.747, 2.846, 2.517], [5.446, 3.045, 3.022], [5.196, 0.827, 4.359], [2.383, 1.975, 4.181], [3.174, 1.411, 5.754], [3.987, -1.215, -1.754], [1.714, -0.748, -4.508], [4.389, 0.036, -3.315], [3.592, 0.671, -4.717], [5.318, -0.573, -5.617], [3.987, -1.686, -5.812], [5.179, -1.903, -4.502], [0.255, 0.642, -3.727], [-1.230, 3.052, -1.576], [-1.158, 2.361, -3.157], [-2.371, 0.401, -1.375], [-3.063, 1.123, -2.814], [-3.006, 2.675, -0.210], [-4.335, 1.550, -0.614], [-1.601, 2.019, 1.849], [-1.824, 0.982, 0.463], [-0.034, -0.595, 1.601], [-0.945, 0.741, 4.149], [0.510, -0.200, 3.806], [0.416, 1.484, 3.258], [-2.846, 0.010, 2.552], [-2.580, -2.514, 3.306], [-0.866, -2.183, 3.307], [-1.981, -1.291, 4.397], [-3.407, -1.326, 0.661], [-2.191, -2.546, 1.178], [-1.707, -1.141, 0.225], [-4.431, -5.504, -1.623], [-5.300, -5.760, -0.397], [-4.807, -4.685, 0.561], [-4.391, -3.577, -0.244], [-4.327, -3.986, -1.614], [-4.850, -5.894, -2.549], [-3.444, -5.949, -1.480], [-6.351, -5.592, -0.643], [-5.204, -6.766, 0.009], [-3.944, -5.033, 1.139], [-5.578, -4.354, 1.257], [-5.167, -3.528, -2.148], [-3.397, -3.624, -2.054], [-7.180, 1.766, 1.159], [-7.502, 0.516, 0.348], [-6.258, -0.329, 0.578], [-5.764, 0.005, 1.881], [-6.438, 1.180, 2.350], [-8.057, 2.343, 1.448], [-6.516, 2.419, 0.587], [-8.378, 0.014, 0.764], [-7.692, 0.715, -0.706], [-5.476, -0.089, -0.151], [-6.460, -1.399, 0.527], [-7.132, 0.881, 3.143], [-5.706, 1.870, 2.773]], "forces_ev_per_angstrom": [[-0.1382, 0.4823, 0.1418], [0.2779, -0.1386, -0.0846], [0.3561, 1.0688, 1.4624], [0.1280, 0.0842, -0.2493], [-0.3027, 0.1449, 0.2773], [0.6205, -1.2080, -0.4062], [-0.9405, 2.6296, 0.3500], [0.2321, -0.7692, -0.6450], [-0.0523, -1.0607, 0.4199], [0.0496, 0.1354, 0.0210], [0.0129, -1.0459, -0.6053], [-0.2492, 0.2861, -0.2861], [0.1247, 0.0084, 0.1921], [-0.4818, -0.1414, -0.3344], [0.7465, 0.1882, 0.2767], [-0.1595, 0.7609, 0.0361], [-0.5614, 0.0425, -0.3633], [-0.0652, 0.0595, -0.0066], [-0.1675, 0.1385, 0.4881], [0.0929, 0.0370, -0.0986], [0.3596, -0.3387, -0.2755], [0.2810, 0.4722, -0.2117], [-0.1384, 0.0939, 0.2027], [0.0626, -0.1174, -0.1228], [0.3270, -0.0673, -0.0779], [0.2826, 0.5842, 0.0146], [0.0327, -0.1354, -0.5441], [-0.1012, -0.0074, 0.0783], [-0.1623, -0.2003, 0.0616], [0.2039, 0.1440, -0.1161], [-0.5113, -0.0147, -0.2153], [-0.0664, 0.1775, -0.2886], [0.1339, -0.0389, 0.3713], [0.3746, -0.0162, 0.1387], [0.0745, -0.1403, -0.0647], [0.0039, -0.1265, -0.1924], [-0.0970, -0.2442, 0.3610], [-0.8210, -0.0334, 1.1141], [0.2517, -0.0697, -0.7958], [0.2706, -1.4676, -0.3962], [-0.4135, 0.2642, 0.0800], [0.6181, 1.4136, 0.2555], [0.6348, -0.0865, 0.1973], [-0.0278, 0.0791, 0.1790], [1.2759, 0.6602, -0.1724], [-1.2627, -0.7899, 0.1097], [-0.4404, -1.2877, -0.6185], [0.0092, -0.0566, -0.4585], [-0.1252, -0.0561, -0.1386], [0.0082, -0.1313, -0.0309], [0.0582, -0.0870, 0.1218], [0.0723, 0.0558, -0.1588], [0.0066, 0.1903, 0.1097], [-0.1760, 0.2573, 0.0354], [0.2646, 0.4122, 0.4198], [0.0849, 0.6909, 0.1891], [-0.1636, -0.8214, -0.1353], [-0.0263, -0.2944, 0.0673], [0.0582, -0.1399, -0.1583], [-0.0323, 0.0933, 0.1252], [-0.2764, 0.0755, 0.0982], [0.0521, -0.0053, -0.0193], [-0.0881, -0.1315, 0.0778], [-0.1985, -0.2112, 0.0444], [0.0168, -0.0947, -0.0435], [-0.1276, -0.0058, 0.1644], [-0.0746, -0.0054, -0.0679], [-0.1864, -0.0941, 0.0810], [0.0216, -0.1490, -0.0518], [-0.0213, -0.1938, 0.2477], [-0.0257, 0.1322, 0.2589], [0.0977, 0.2200, -0.0672], [0.1231, 0.0610, -0.2736], [0.1349, 0.2509, -0.3073], [-0.0683, 0.1851, -0.0012], [0.1026, 0.0842, 0.2211], [0.0896, 0.0577, 0.2698], [-0.0581, 0.0614, -0.0231], [-0.1382, 0.0554, 0.0034], [0.1007, 0.0181, 0.1396], [0.2912, -0.0284, 0.1178], [-0.1297, -0.2771, 0.0702], [-0.1886, -0.1484, -0.1918], [-0.1403, -0.3095, -0.3170], [0.1388, -0.0607, 0.0387], [-0.1373, 0.0446, -0.0473], [0.1356, 0.0344, 0.0995], [-0.1361, -0.2341, -0.1356], [-0.1059, 0.1343, -0.0316], [-0.0188, 0.0186, 0.0016], [0.0007, 0.0086, -0.0191], [-0.0002, -0.0078, 0.0180], [0.0261, 0.0065, 0.0091], [-0.0420, -0.0478, 0.0360], [0.0291, 0.0678, 0.0033], [0.0250, -0.0322, -0.0698], [0.0078, 0.0528, 0.0552], [0.1357, 0.0844, -0.1118], [-0.0992, -0.0344, 0.0886], [0.1216, -0.0215, -0.0252], [-0.1451, 0.1508, -0.1609], [-0.0430, -0.1053, 0.1699], [-0.0030, -0.0130, 0.0178], [-0.0348, 0.0144, 0.0179], [0.0041, -0.0044, -0.0112], [0.0406, 0.0063, -0.0072], [-0.0799, -0.1221, -0.0907], [0.1281, -0.0262, 0.0484], [-0.0126, 0.0720, 0.0167], [0.0496, -0.0559, 0.0130]]}